# C39H36MgNP2

C39H36MgNP2 as an isolated structure (wB97M-V/def2-TZVPD, the OMol25 dataset).

Calculated values
**HOMO-LUMO gap**: 8.10 eV
**Charge**: +1
**Molecular weight**: 604.977 g mol⁻¹
**Total energy**: -66536.1906 eV
**Highest occupied orbital energy**: -10.61 eV

Last column: Löwdin charge in e.
Geometry (Å):
Mg  0.22340  -0.04320  -0.24050  0.64
C  3.70030  0.14330  -2.74590  -0.05
C  4.67420  -0.42010  -1.75760  -0.28
C  5.86230  -0.98510  -2.19380  -0.04
C  6.76710  -1.52600  -1.29710  -0.06
C  6.50880  -1.47680  0.06160  -0.07
C  5.32560  -0.92500  0.51990  -0.07
C  4.39990  -0.40580  -0.38210  -0.32
P  2.73810  0.13730  0.13190  1.06
C  2.65330  -0.29230  1.91280  -0.33
C  2.37910  -1.65060  2.09620  -0.14
C  2.18210  -2.19140  3.35130  -0.07
C  2.22480  -1.35990  4.45740  -0.05
C  2.50760  -0.01780  4.28690  -0.03
C  2.75250  0.54040  3.03290  -0.24
C  3.16090  1.97780  2.94540  -0.02
C  2.78000  1.94680  -0.00130  -0.36
C  4.00210  2.62040  -0.08050  -0.11
C  4.05580  3.99820  -0.12220  -0.07
C  2.87320  4.72280  -0.11610  -0.06
C  1.66200  4.06230  -0.08770  -0.05
C  1.57720  2.66800  -0.02210  -0.35
C  0.22280  2.04520  0.06600  -0.23
H  4.08920  0.04430  -3.75650  0.08
H  3.51540  1.20130  -2.55210  0.08
H  2.74530  -0.39010  -2.68590  0.06
H  6.07160  -1.01670  -3.25260  0.11
H  7.66920  -1.98860  -1.66490  0.11
H  7.22220  -1.88290  0.76250  0.11
H  5.11800  -0.90210  1.58130  0.11
H  2.37170  -2.29950  1.22480  0.08
H  1.99520  -3.24560  3.46940  0.09
H  2.05720  -1.75450  5.44840  0.11
H  2.54890  0.61840  5.15910  0.11
H  3.37800  2.37490  3.93300  0.09
H  2.37720  2.58790  2.50100  0.09
H  4.05330  2.07950  2.33070  0.08
H  4.92100  2.04920  -0.08280  0.11
H  5.00790  4.50730  -0.14330  0.11
H  2.89830  5.80150  -0.13590  0.11
H  0.74580  4.63700  -0.08850  0.11
H  -0.45180  2.62440  -0.57210  0.04
H  -0.14570  2.19170  1.08930  0.05
N  -2.14790  -0.24160  -0.12180  0.02
C  -2.87310  -1.48750  -0.05920  -0.31
C  -4.26400  -1.49860  -0.03080  -0.02
C  -4.95260  -2.69650  0.01410  -0.06
C  -4.25860  -3.89640  0.03050  -0.05
C  -2.87780  -3.89330  0.02290  -0.07
C  -2.17320  -2.69120  -0.01460  -0.30
P  -0.34460  -2.66010  0.06690  1.08
C  -0.07910  -3.86990  1.40020  -0.39
C  -0.82540  -3.73620  2.56970  -0.09
C  -0.58870  -4.56740  3.64680  -0.07
C  0.41430  -5.52120  3.57780  -0.07
C  1.19920  -5.61800  2.44110  -0.07
C  0.96350  -4.79040  1.35710  -0.11
C  0.07170  -3.53720  -1.48330  -0.35
C  0.02110  -4.91920  -1.65320  -0.09
C  0.41280  -5.48480  -2.85500  -0.06
C  0.85470  -4.68280  -3.89510  -0.06
C  0.88150  -3.30500  -3.74550  -0.07
C  0.48650  -2.73840  -2.54710  -0.11
H  -2.53030  0.31850  -0.88580  0.11
H  -2.34010  0.29500  0.72630  0.11
H  -4.81210  -0.56550  -0.03900  0.12
H  -6.03120  -2.69650  0.03880  0.11
H  -4.79400  -4.83280  0.05710  0.11
H  -2.33650  -4.82740  0.06170  0.11
H  -1.59340  -2.97390  2.63770  0.11
H  -1.17340  -4.46450  4.54710  0.11
H  0.59090  -6.17790  4.41530  0.11
H  2.00700  -6.33330  2.40470  0.11
H  1.58420  -4.86250  0.47390  0.11
H  -0.30870  -5.55870  -0.84720  0.10
H  0.37790  -6.55760  -2.97490  0.11
H  1.17290  -5.13260  -4.82260  0.11
H  1.21730  -2.67910  -4.55990  0.11
H  0.49460  -1.65210  -2.42980  0.07